This record from OMol25 describes the molecule C14H18N2O. The level of theory is ωB97M-V/def2-TZVPD.

Properties
ΔE to the lowest compared entry with this formula, charge and spin (eV): 1.103
Molar mass (g/mol): 230.3
Gap between HOMO and LUMO (eV): 9.4
SMILES string: CC(=O)NN=C1CCC(c2ccccc2)CC1

```
! RIJCOSX wB97M-V def2-TZVPD def2/J DEFGRID3
* xyz 0 1
O 4.355 0.900 -0.852
N 2.562 -0.282 -0.236
N 1.567 -0.513 0.644
C -1.150 2.270 -0.642
C -2.273 2.818 -0.051
C -1.033 0.898 -0.790
C -0.388 -1.492 1.533
C -0.911 -2.013 -1.399
C -2.036 0.047 -0.345
C -1.964 -1.462 -0.427
C 0.651 -1.368 0.456
C -1.702 -2.039 0.973
C 0.444 -2.288 -0.716
C -3.287 1.982 0.385
C 3.480 0.710 -0.036
C -3.167 0.614 0.237
C 3.282 1.495 1.230
H 4.049 2.260 1.307
H -1.276 -2.950 -1.825
H 3.333 0.824 2.083
H 2.295 1.950 1.223
H 0.452 -3.310 -0.328
H -3.967 -0.030 0.576
H -2.519 -1.782 1.647
H -4.175 2.398 0.840
H -2.949 -1.812 -0.760
H -0.144 0.509 -1.259
H -0.780 -1.318 -2.229
H -0.538 -0.510 1.983
H 1.247 -2.213 -1.451
H 2.656 -0.820 -1.098
H -2.362 3.888 0.065
H -0.355 2.911 -0.993
H -0.014 -2.156 2.318
H -1.662 -3.128 0.900
*
```

=====

This record from OMol25 describes a cluster of 2 separate species, C5H14O2 in total. The level of theory is ωB97M-V/def2-TZVPD.

Properties
ΔE to the lowest compared entry with this formula, charge and spin (eV): 0.514
Molar mass (g/mol): 106.2
Gap between HOMO and LUMO (eV): 11.0
SMILES string: CC(C)CCO.O

```
! RIJCOSX wB97M-V def2-TZVPD def2/J DEFGRID3
* xyz 0 1
O -3.431 -2.402 1.186
O 2.448 -0.355 0.904
C -0.385 0.517 1.094
C -0.966 1.516 -1.106
C 0.916 -0.147 -1.013
C 2.323 -0.515 -0.495
C 0.150 0.927 -0.264
H 1.011 0.181 -2.055
H 2.467 -1.579 -0.679
H 0.240 0.035 1.824
H -1.919 1.020 -0.909
H -1.044 2.575 -0.931
H -0.838 1.372 1.610
H -1.260 -0.146 0.958
H 2.928 0.432 1.153
H 3.105 0.029 -1.025
H -0.802 1.338 -2.161
H 0.348 -1.070 -1.100
H -3.700 -3.000 1.901
H 0.879 1.733 -0.091
H -2.470 -2.459 1.199
*
```

=====

This record from OMol25 describes a cluster of 7 separate species, C19H47Br3N3O in total. The level of theory is ωB97M-V/def2-TZVPD.

Properties
Molar mass (g/mol): 573.3
Gap between HOMO and LUMO (alpha / beta) (eV): 6.7 / 3.2

```
! RIJCOSX wB97M-V def2-TZVPD def2/J DEFGRID3
* xyz 0 2
Br 1.729 -1.289 -2.032
Br 5.917 -0.467 0.811
Br 2.707 -3.761 2.960
O 0.980 0.894 2.584
N 2.509 -0.923 1.198
N 2.170 3.151 -1.132
N -2.495 -2.290 -0.395
C 0.001 0.605 3.559
C 0.368 2.342 -2.777
C -1.760 -2.783 0.844
C 0.126 -0.796 4.183
C 2.544 3.077 0.404
C 0.116 1.600 4.660
C -0.804 -3.925 -1.073
C 4.628 3.005 -0.938
C -2.251 -0.825 -0.630
C 0.851 2.374 -1.331
C 1.997 4.635 -1.662
C 3.491 2.456 -1.662
C -1.849 -2.973 -1.622
C -0.859 1.477 -3.019
C -4.853 -2.346 -1.426
C -6.342 -2.785 -1.116
C 4.079 3.183 0.505
C -3.959 -2.751 -0.298
C -0.431 -3.411 0.292
H -0.773 0.427 -2.741
H -4.426 -2.254 0.552
H 1.015 1.442 -0.790
H -1.771 1.873 -2.571
H 2.419 -1.711 1.824
H 3.345 1.410 -1.391
H 1.842 -0.306 1.637
H -1.087 -4.975 -0.994
H -3.883 -3.808 -0.044
H 0.934 4.876 -1.639
H 1.969 3.801 0.981
H -1.031 0.590 3.210
H 3.437 2.556 -2.746
H 4.883 3.945 -1.426
H 2.104 4.616 -2.746
H 0.049 2.648 4.369
H -0.918 1.627 -4.097
H -0.218 -4.303 0.883
H -1.206 -0.622 -0.398
H 1.153 -0.948 4.515
H -0.028 -1.594 3.457
H 2.375 2.089 0.832
H -7.107 -2.230 -1.658
H 4.366 2.347 1.142
H 2.190 -1.112 0.259
H 0.872 1.474 5.436
H 0.122 2.921 -0.732
H -6.504 -2.651 -0.046
H 2.656 5.315 -1.121
H -1.554 -1.917 1.473
H -2.347 -3.545 1.357
H -1.365 -2.219 -2.243
H 4.456 4.116 0.924
H 0.175 -3.794 -1.535
H -2.493 -3.535 -2.298
H 0.042 3.342 -3.061
H 1.123 2.010 -3.490
H -6.493 -3.830 -1.386
H 3.455 -0.570 1.175
H -2.486 -0.498 -1.643
H 0.369 -2.673 0.337
H -0.544 -1.056 5.003
H -2.907 -0.215 -0.008
H -4.546 -2.733 -2.398
H -0.768 1.224 5.176
H 5.388 2.232 -0.823
H -4.893 -1.257 -1.402
*
```

=====

This record from OMol25 describes a structure of composition C8H18I2InNOP2S. The level of theory is ωB97M-V/def2-TZVPD.

Properties
ΔE to the lowest compared entry with this formula, charge and spin (eV): 0.041
Molar mass (g/mol): 606.9
Gap between HOMO and LUMO (alpha / beta) (eV): 4.9 / 6.8

```
! RIJCOSX wB97M-V def2-TZVPD def2/J DEFGRID3
* xyz 2 1
I 0.336 -0.985 -4.496
I -0.400 1.821 -3.609
In 0.001 0.224 -1.348
S 0.000 -0.175 2.559
P -2.326 -0.226 -0.210
P 2.334 -0.143 -0.204
O -0.060 3.169 0.829
N 0.001 0.063 5.383
C -3.253 1.279 0.278
C -0.039 2.232 0.171
C -2.949 -1.417 1.032
C 3.166 -0.633 -1.756
C -0.001 -0.028 4.192
C -3.129 -0.740 -1.769
C 2.993 -1.316 1.040
C 3.208 1.388 0.295
H 4.098 -1.359 0.964
H 4.245 -0.687 -1.615
H 2.766 -1.617 -2.063
H -2.973 1.574 1.295
H -2.501 -2.413 0.846
H 2.913 1.672 1.310
H -4.052 -1.496 0.953
H -2.691 -1.708 -2.078
H 2.955 2.204 -0.406
H 2.579 -2.327 0.854
H 2.950 0.141 -2.504
H 2.751 -0.996 2.060
H -4.339 1.062 0.249
H 4.301 1.210 0.271
H -4.207 -0.828 -1.634
H -3.025 2.100 -0.423
H -2.719 -1.086 2.051
H -2.931 0.041 -2.514
*
```

=====

This record from OMol25 describes a cluster of 2 separate species, C11H14N2O in total. The level of theory is ωB97M-V/def2-TZVPD.

Properties
ΔE to the lowest compared entry with this formula, charge and spin (eV): 1.106
Molar mass (g/mol): 190.2
Gap between HOMO and LUMO (eV): 8.7
SMILES string: Cc1c[nH]c2ccccc12.CC(N)=O

```
! RIJCOSX wB97M-V def2-TZVPD def2/J DEFGRID3
* xyz 0 1
O 0.507 -2.969 -1.745
N 2.305 1.913 0.765
N -1.595 -2.608 -1.011
C 0.356 0.810 1.123
C -1.031 -1.515 -3.020
C 2.606 0.594 1.127
C -1.035 0.687 1.356
C -1.782 1.791 1.052
C -1.202 2.933 0.418
C 1.283 -1.586 1.436
C 1.474 -0.096 1.387
C -0.509 -2.334 -1.854
C 0.946 2.037 0.793
C 0.147 3.098 0.323
H 3.647 0.308 1.120
H 1.004 -1.865 2.455
H 0.714 -1.957 0.589
H -2.834 1.890 1.272
H 2.985 2.650 0.750
H -1.424 -3.210 -0.223
H -1.979 3.619 0.097
H -2.463 -2.133 -1.112
H -0.311 -1.574 -3.838
H -1.272 -0.472 -2.817
H -2.009 -1.787 -3.414
H -1.403 -0.193 1.843
H 2.273 -2.018 1.224
H 0.602 3.989 -0.096
*
```

=====

This record from OMol25 describes a structure of composition C14H17FN2OPtSSi. The level of theory is ωB97M-V/def2-TZVPD.

Properties
Molar mass (g/mol): 503.5
Gap between HOMO and LUMO (alpha / beta) (eV): 6.1 / 6.0

```
! RIJCOSX wB97M-V def2-TZVPD def2/J DEFGRID3
* xyz -1 2
Pt 0.973 0.044 -0.673
S 1.656 2.396 -0.676
Si -2.005 0.742 -0.494
F 0.976 -2.599 -0.553
O 3.050 -0.153 -0.341
N 3.519 0.831 0.459
N -1.014 -0.667 -0.553
C 4.705 2.885 1.934
C 4.749 0.635 1.078
C -2.648 -2.474 -0.500
C 3.550 3.120 1.152
C 2.993 2.125 0.401
C -1.682 1.719 -2.112
C -0.340 -2.981 -0.519
C -1.489 1.706 1.078
C -1.329 -1.975 -0.526
C -1.918 -4.769 -0.441
C -3.922 0.613 -0.397
C -0.603 -4.330 -0.475
C 5.312 1.619 1.822
C -2.929 -3.822 -0.459
H -0.613 1.853 -2.256
H -4.255 0.088 0.493
H 5.135 3.663 2.543
H -1.910 2.705 1.094
H -3.458 -1.769 -0.520
H -4.337 0.111 -1.266
H -1.808 1.192 1.981
H -2.077 1.192 -2.976
H -3.964 -4.137 -0.448
H -2.140 2.701 -2.086
H -2.148 -5.822 -0.406
H -4.361 1.607 -0.366
H 3.090 4.097 1.135
H 5.178 -0.340 0.912
H -0.406 1.801 1.110
H 0.225 -5.023 -0.477
H 6.246 1.414 2.327
*
```